Computed, not measured: C14H16ClHoI2N3OP as an isolated structure at a distorted geometry, with ωB97M-V/def2-TZVPD.

XYZ file:
```
39
Properties=species:S:1:pos:R:3:nbo_charge:R:1
I 1.98 -3.87 -1.36 0.31
I -0.72 -3.85 -0.58 0.21
Ho 0.52 -1.23 0.08 1.24
P 0.00 0.54 -2.30 0.80
C -1.62 0.77 -3.24 -0.92
C 0.87 2.11 -2.71 -0.91
H 1.92 -0.78 -2.94 0.26
H 0.91 -0.33 -4.36 0.27
H 0.34 -1.66 -3.31 0.23
C 0.89 -0.70 -3.33 -0.95
H 1.88 2.02 -2.28 0.27
H 0.94 2.25 -3.80 0.26
H -1.43 1.02 -4.30 0.26
H -2.20 1.60 -2.77 0.26
H 0.30 2.95 -2.27 0.26
H -2.19 -0.19 -3.20 0.24
C -2.00 -0.15 0.02 0.54
O -3.13 -0.02 0.01 -0.38
Cl 2.74 -0.03 0.00 -0.50
N -0.27 1.54 10.94 -0.21
C -0.21 1.19 9.83 0.23
C -0.11 0.73 8.48 -0.13
C -0.98 1.25 7.50 -0.12
C -0.86 0.81 6.19 -0.23
C 0.06 -0.19 5.85 0.18
C 0.92 -0.71 6.84 -0.22
C 0.85 -0.24 8.15 -0.13
N 0.12 -0.63 4.52 -0.31
C 0.69 -1.80 4.06 0.01
C 0.63 -1.83 2.69 -0.16
N 0.13 -0.59 2.28 -0.60
C -0.30 0.06 3.40 0.25
H -1.75 1.99 7.75 0.26
H -1.50 1.23 5.42 0.22
H 1.67 -1.46 6.61 0.23
H 1.53 -0.63 8.92 0.26
H 1.13 -2.51 4.74 0.26
H 0.98 -2.70 2.06 0.24
H -0.78 1.04 3.55 0.25
```

**Kohn-Sham gap (alpha / beta)**: 4.49 / 4.50 eV
**Total charge**: +2
**Energy above the lowest of the compared OMol25 structures with the same formula, charge and spin**: 0.00 kcal per mole
**2S+1**: 5
**⟨S²⟩**: 6.004
**Lowest unoccupied orbital energy (alpha / beta)**: -9.7758 / -9.7737 eV



Computed, not measured: the molecule C14H16ClN3O5 at a distorted geometry, with ωB97M-V/def2-TZVPD.

XYZ file:
```
39
Properties=species:S:1:pos:R:3:nbo_charge:R:1
O 2.73 0.07 1.41 -0.65
C 3.08 -0.90 0.75 0.69
C 2.05 -1.89 0.21 -0.32
N 0.74 -1.36 0.47 -0.60
C -0.27 -1.47 -0.42 0.66
O -0.22 -2.18 -1.40 -0.61
C -1.49 -0.65 -0.09 -0.13
C -1.42 0.60 0.51 -0.15
C -2.57 1.33 0.75 -0.23
C -3.82 0.82 0.40 -0.04
Cl -5.22 1.74 0.77 0.07
C -3.89 -0.43 -0.21 0.06
N -5.14 -1.03 -0.62 0.52
O -5.19 -2.24 -0.63 -0.37
O -6.05 -0.29 -0.94 -0.35
C -2.73 -1.16 -0.45 -0.15
N 4.36 -1.22 0.49 -0.60
C 5.42 -0.27 0.72 -0.26
C 5.75 0.50 -0.57 0.09
C 6.58 1.76 -0.27 -0.43
C 5.50 2.80 0.03 -0.44
C 4.22 2.21 -0.59 -0.09
O 4.58 0.97 -1.19 -0.53
H 2.16 -2.04 -0.87 0.24
H 2.19 -2.86 0.71 0.22
H 0.72 -0.67 1.22 0.42
H -0.46 1.04 0.76 0.23
H -2.51 2.30 1.22 0.24
H -2.80 -2.12 -0.93 0.27
H 4.54 -1.95 -0.17 0.40
H 5.07 0.41 1.49 0.23
H 6.31 -0.80 1.08 0.21
H 6.24 -0.17 -1.29 0.19
H 7.15 2.04 -1.16 0.22
H 7.27 1.61 0.55 0.21
H 5.37 2.94 1.11 0.21
H 5.74 3.77 -0.40 0.22
H 3.80 2.83 -1.38 0.19
H 3.45 2.03 0.17 0.19
```

**Kohn-Sham gap**: 9.24 eV
**SMILES string**: O=C(CNC(=O)c1ccc(Cl)c([N+](=O)[O-])c1)NC[C@@H]1CCCO1
**Energy above the lowest of the compared OMol25 structures with the same formula, charge and spin**: 1.64 kcal per mole
**Lowest unoccupied orbital energy**: -0.4679 eV



Computed, not measured: C14H16CoN5O7 as an isolated structure at a distorted geometry, with ωB97M-V/def2-TZVPD.

XYZ file:
```
43
Properties=species:S:1:pos:R:3:nbo_charge:R:1
Co 9.41 8.58 8.01 1.57
O 10.58 12.59 9.70 -0.69
C 9.88 11.41 9.78 0.75
O 8.69 11.25 10.05 -0.49
C 10.88 10.31 9.71 0.14
C 12.19 10.59 9.98 -0.17
C 12.99 9.54 10.38 -0.11
C 12.56 8.24 10.30 -0.19
C 11.32 7.98 9.76 0.07
N 10.53 9.04 9.34 -0.54
C 10.67 6.67 9.51 0.80
O 11.03 5.52 10.08 -0.58
O 9.62 6.76 8.79 -0.65
H 10.06 13.32 9.30 0.54
H 12.61 11.61 10.07 0.29
H 14.00 9.78 10.72 0.26
H 13.16 7.40 10.67 0.24
H 11.90 5.58 10.58 0.53
N 11.44 9.42 4.94 -0.38
C 11.01 10.78 5.03 -0.38
C 10.27 11.14 6.32 0.78
O 10.15 12.35 6.59 -0.49
O 9.65 10.19 6.97 -0.87
H 12.38 9.22 4.76 0.41
H 10.88 8.65 5.32 0.44
H 10.26 11.08 4.24 0.32
H 11.91 11.41 4.87 0.28
C 9.21 4.72 4.75 -0.42
N 8.36 5.76 5.29 -0.40
C 6.98 5.76 4.92 0.14
C 6.18 6.85 5.20 -0.36
C 6.81 7.92 5.90 0.49
N 8.02 7.81 6.43 -0.70
C 8.89 6.77 6.03 0.79
O 10.12 6.94 6.15 -0.73
N 6.15 9.13 6.11 -0.75
H 10.22 5.18 4.57 0.24
H 8.83 4.30 3.78 0.24
H 9.33 3.94 5.48 0.23
H 6.59 4.82 4.53 0.25
H 5.17 6.78 4.81 0.27
H 5.21 9.17 5.72 0.42
H 6.77 9.95 6.09 0.42
```

**Kohn-Sham gap (alpha / beta)**: 7.89 / 5.35 eV
**Total charge**: +2
**Energy above the lowest of the compared OMol25 structures with the same formula, charge and spin**: 23.88 kcal per mole
**2S+1**: 5
**⟨S²⟩**: 6.017
**Lowest unoccupied orbital energy (alpha / beta)**: -7.3879 / -9.9226 eV



Computed, not measured: the molecule C14H16N2O3S at a distorted geometry, with ωB97M-V/def2-TZVPD.

XYZ file:
```
36
Properties=species:S:1:pos:R:3:nbo_charge:R:1
C 2.11 4.21 0.28 -0.25
O 0.93 3.73 -0.31 -0.48
C 0.34 2.63 0.24 0.23
C 0.81 1.93 1.34 -0.29
C 0.13 0.82 1.82 -0.22
C -1.03 0.39 1.22 -0.03
C -1.73 -0.85 1.69 -0.41
C -1.08 -2.09 1.06 -0.52
C -1.33 -2.15 -0.42 0.71
O -2.34 -1.75 -0.96 -0.60
N -0.35 -2.70 -1.21 -0.63
C 0.88 -3.21 -0.91 0.27
N 1.40 -3.37 0.26 -0.50
C 2.65 -3.90 0.18 -0.03
C 3.11 -4.16 -1.06 -0.46
S 1.93 -3.72 -2.24 0.35
C -1.52 1.09 0.11 -0.31
C -0.85 2.19 -0.39 0.34
O -1.25 2.92 -1.47 -0.50
C -2.42 2.53 -2.14 -0.25
H 2.39 5.08 -0.31 0.20
H 1.94 4.52 1.32 0.17
H 2.91 3.47 0.24 0.17
H 1.71 2.25 1.84 0.22
H 0.53 0.29 2.68 0.21
H -2.78 -0.82 1.40 0.23
H -1.67 -0.93 2.77 0.22
H -0.01 -2.10 1.25 0.26
H -1.50 -3.00 1.50 0.24
H -0.58 -2.70 -2.20 0.42
H 3.18 -4.07 1.10 0.21
H 4.05 -4.57 -1.36 0.24
H -2.42 0.74 -0.36 0.23
H -2.34 1.50 -2.52 0.18
H -2.53 3.22 -2.97 0.20
H -3.30 2.60 -1.49 0.17
```

**Kohn-Sham gap**: 8.39 eV
**SMILES string**: COc1ccc(CCC(=O)Nc2nccs2)cc1OC
**Energy above the lowest of the compared OMol25 structures with the same formula, charge and spin**: 50.88 kcal per mole
**Lowest unoccupied orbital energy**: 0.5848 eV



Computed, not measured: the molecule C14H16N2O4 at a distorted geometry, with ωB97M-V/def2-TZVPD.

XYZ file:
```
36
Properties=species:S:1:pos:R:3:nbo_charge:R:1
O 3.18 3.02 1.88 -0.60
C 2.04 2.62 1.72 0.66
C 1.11 3.10 0.59 -0.51
C 0.04 2.09 0.13 -0.42
C -0.41 1.20 1.27 -0.11
N -0.98 -0.10 0.76 -0.46
C -0.33 -1.23 0.31 0.69
O 0.92 -1.33 0.19 -0.62
C -1.19 -2.51 0.01 -0.29
C -1.12 -3.16 -1.40 -0.19
C -1.04 -1.95 -2.47 -0.42
C -2.48 -1.35 -2.33 -0.41
C -3.14 -2.30 -1.32 -0.22
C -2.54 -3.67 -1.63 -0.41
C -2.61 -1.94 -0.03 -0.32
C -2.34 -0.49 0.42 0.71
O -3.26 0.26 0.70 -0.57
C 0.67 0.92 2.37 0.68
O 0.23 0.43 3.36 -0.55
N 1.91 1.55 2.51 -0.62
H 1.86 3.20 -0.27 0.27
H 0.76 4.16 0.78 0.26
H 0.45 1.46 -0.72 0.23
H -0.84 2.60 -0.29 0.23
H -1.22 1.77 1.71 0.27
H -1.08 -3.19 0.88 0.25
H -0.25 -3.91 -1.45 0.24
H -0.73 -2.27 -3.49 0.22
H -0.28 -1.28 -2.20 0.21
H -2.56 -0.35 -1.97 0.21
H -2.94 -1.27 -3.38 0.22
H -4.23 -2.12 -1.38 0.23
H -2.80 -4.47 -0.96 0.22
H -2.87 -3.86 -2.66 0.23
H -3.33 -2.32 0.67 0.25
H 2.47 1.42 3.41 0.46
```

**Kohn-Sham gap**: 10.34 eV
**SMILES string**: O=C1CC[C@@H](N2C(=O)[C@@H]3[C@@H]4CC[C@@H](C4)[C@@H]3C2=O)C(=O)N1
**Energy above the lowest of the compared OMol25 structures with the same formula, charge and spin**: 60.74 kcal per mole
**Lowest unoccupied orbital energy**: 0.6037 eV



Computed, not measured: C14H16N5O4PbS5 as an isolated structure at a distorted geometry, with ωB97M-V/def2-TZVPD.

XYZ file:
```
45
Properties=species:S:1:pos:R:3:lowdin_charge:R:1
Pb 0.44 -1.08 0.87 1.00
S -2.46 -7.87 -0.83 0.43
C -1.80 -6.40 -0.41 -1.54
S -2.68 -4.93 -0.37 0.87
C -1.39 -3.87 0.15 -1.14
C -0.18 -4.45 0.34 -1.18
S 1.30 -3.71 0.85 0.47
S -0.15 -6.18 0.04 0.87
S -1.85 -2.19 0.29 0.56
C 4.77 -1.44 -1.96 -0.07
N 3.77 -0.58 -2.58 -0.17
C 4.32 0.55 -3.32 -0.06
C 2.61 -0.39 -1.84 -0.42
N 2.39 -0.80 -0.66 0.09
N 1.63 0.30 -2.54 0.14
C 0.36 0.61 -2.10 -0.47
N -0.37 1.27 -3.09 0.14
N -0.12 0.31 -0.97 0.07
H 5.52 -1.68 -2.71 0.08
H 4.29 -2.37 -1.65 0.10
H 5.26 -0.98 -1.10 0.10
H 5.22 0.21 -3.83 0.08
H 4.59 1.39 -2.67 0.10
H 3.63 0.92 -4.08 0.07
H 3.19 -1.22 -0.18 0.06
H 1.71 0.25 -3.55 0.14
H 0.14 2.00 -3.56 0.09
H -1.27 1.58 -2.77 0.10
H -1.06 0.66 -0.76 0.02
O 1.74 -0.66 2.31 -0.71
O -1.26 1.68 4.17 0.07
C -2.25 2.40 3.62 -0.27
C -2.89 3.35 4.43 -0.03
C -3.92 4.12 3.93 -0.11
C -4.34 3.98 2.61 -0.11
C -3.70 3.05 1.80 -0.04
C -2.67 2.25 2.28 -0.07
C -2.01 1.27 1.35 -0.56
O -2.37 1.25 0.16 -0.04
O -1.06 0.58 1.86 -0.17
H -0.95 1.05 3.47 0.08
H -2.56 3.44 5.45 0.11
H -4.40 4.84 4.58 0.09
H -5.15 4.58 2.22 0.09
H -3.99 2.90 0.77 0.11
```

**Kohn-Sham gap**: 6.06 eV
**Total charge**: -1
**Energy above the lowest of the compared OMol25 structures with the same formula, charge and spin**: 0.00 kcal per mole
**Lowest unoccupied orbital energy**: 1.8487 eV